Formula: C7H15N
Source: the OMol25 dataset
Level of theory: the ωB97M-V functional and the def2-TZVPD basis

## Properties
ΔE to the lowest compared entry with this formula, charge and spin = 1.5598 eV
frontier orbital gap = 9.3 eV
2S+1 = 1
structure (SMILES) = C/C=C/C.C=CNC
DFT total energy = -8990.930 eV

XYZ file:
```
23
Properties=species:S:1:pos:R:3:forces:R:3:nbo_charge:R:1
C -0.614428 -1.410753 -3.502944 -0.098 -0.228 -0.027 -0.6380
C -0.044346 -1.146157 -2.145303 -0.044 -0.023 -0.126 -0.1775
C 1.146642 -0.611409 -1.920431 -0.107 -0.111 -0.012 -0.1927
C 1.726969 -0.366899 -0.564954 0.208 0.121 -0.012 -0.6444
H 0.014214 -1.030079 -4.306861 0.069 0.058 0.054 0.2092
H -0.731976 -2.488168 -3.654432 -0.007 0.029 -0.029 0.2137
H -1.609915 -0.978767 -3.609500 -0.025 0.077 0.006 0.2145
H -0.668456 -1.447980 -1.307663 0.050 0.058 0.080 0.1897
H 1.744057 -0.328334 -2.783665 0.084 0.037 0.062 0.1896
H 1.015930 -0.610892 0.224275 -0.045 -0.015 -0.019 0.2061
H 2.637437 -0.945534 -0.393536 -0.017 -0.082 -0.068 0.2171
H 2.020042 0.680993 -0.468750 -0.037 0.054 0.106 0.2122
C -0.968274 1.934491 0.588202 -0.196 0.242 0.031 -0.5038
C -0.988009 1.690550 1.895887 0.228 -0.137 0.050 0.0086
N 0.024140 1.070041 2.628675 -0.122 -0.093 -0.007 -0.6167
C -0.374664 -0.039255 3.482968 0.147 0.113 0.037 -0.4075
H -0.205431 1.556395 -0.077791 0.142 0.070 0.076 0.1955
H -1.727724 2.574587 0.163771 -0.099 -0.129 -0.095 0.2037
H -1.826518 2.008439 2.510004 0.021 0.055 -0.023 0.1824
H 0.842173 0.857879 2.076317 -0.073 -0.026 -0.113 0.3673
H 0.510738 -0.418081 3.991278 -0.052 -0.052 0.053 0.2021
H -1.075578 0.307285 4.242771 -0.021 0.043 -0.006 0.1963
H -0.847022 -0.858353 2.931683 -0.008 -0.060 -0.020 0.1727
```
Positions in Å, forces in eV/Å.